1.
Below is a 7-piece molecular cluster, C8H31N9O7 overall at a distorted geometry, with properties calculated with the ωB97M-V functional and the def2-TZVPD basis.

## Properties
Max |F|, Eh/bohr: 0.1873
M, g mol⁻¹: 365.39
HOMO-LUMO gap (spin up / spin down), eV: 2.4 / 9.4
2S+1: 2
LUMO (spin up / spin down), eV: 2.323 / 2.234
Total charge: -1
HOMO (spin up / spin down), eV: -0.06 / -7.20
<S²>: 0.7504

Each atom is followed by the atoms it is bonded to, with distances in Å.
Positions of all 55 atoms, in Å:
1 C -1.599 -1.011 0.682  O2 1.214, N3 1.322, N4 1.260
2 O -2.426 -1.889 0.540  C1 1.214
3 N -1.563 0.015 -0.151  C1 1.322, H5 1.010, H6 1.010
4 N -0.722 -0.890 1.579  C1 1.260, H7 1.010, H8 1.010
5 H -2.170 -0.030 -0.957  N3 1.010
6 H -0.954 0.804 0.016  N3 1.010
7 H -0.627 -1.562 2.327  N4 1.010
8 H 0.047 -0.263 1.388  N4 1.010
9 C -0.250 3.652 -0.407  O10 1.166, N11 1.275, N12 1.243
10 O -0.493 3.224 -1.464  C9 1.166
11 N 0.177 2.949 0.567  C9 1.275, H13 1.010, H14 1.010
12 N -0.838 4.681 -0.032  C9 1.243, H15 1.010, H16 1.010
13 H 0.851 2.239 0.316  N11 1.010
14 H 0.352 3.419 1.444  N11 1.010
15 H -0.607 5.031 0.887  N12 1.010
16 H -1.653 5.079 -0.475  N12 1.010
17 C -2.881 3.125 -4.121  O18 1.237, N19 1.284, N20 1.334
18 O -3.302 3.149 -5.284  C17 1.237
19 N -2.155 2.236 -3.546  C17 1.284, H21 1.010, H22 1.010
20 N -3.037 4.155 -3.287  C17 1.334, H23 1.010, H24 1.010
21 H -1.941 2.365 -2.568  N19 1.010
22 H -1.848 1.422 -4.060  N19 1.010
23 H -3.765 4.831 -3.472  N20 1.010
24 H -2.591 4.047 -2.388  N20 1.010
25 C 2.045 -4.194 3.771  O26 1.226, N27 1.282, N28 1.305
26 O 1.954 -4.760 4.855  C25 1.226
27 N 1.105 -3.925 2.942  C25 1.282, H29 1.010, H30 1.010
28 N 3.214 -4.040 3.212  C25 1.305, H31 1.010, H32 1.010
29 H 0.143 -4.202 3.080  N27 1.010
30 H 1.325 -3.349 2.143  N27 1.010
31 H 4.049 -4.468 3.585  N28 1.010
32 H 3.351 -3.474 2.387  N28 1.010
33 C 2.000 -1.934 -0.997  C34 1.552, H39 1.090, H40 1.090, H41 1.090
34 C 2.064 -0.416 -1.310  C33 1.552, C35 1.501, N38 1.449, H42 1.090
35 C 2.623 0.481 -0.243  C34 1.501, O36 1.404, H43 1.090, H44 1.090
36 O 1.792 0.418 0.887  C35 1.404, C37 1.350
37 C 2.586 0.476 1.976  O36 1.350, H45 1.090, H46 1.090, H47 1.090
38 N 2.676 -0.213 -2.607  C34 1.449, H48 1.010, H49 1.010
39 H 1.717 -2.183 0.025  C33 1.090
40 H 2.919 -2.405 -1.348  C33 1.090
41 H 1.167 -2.180 -1.655  C33 1.090
42 H 1.077 -0.066 -1.611  C34 1.090
43 H 2.828 1.518 -0.508  C35 1.090
44 H 3.659 0.229 -0.015  C35 1.090
45 H 2.893 -0.569 2.022  C37 1.090
46 H 2.101 0.665 2.934  C37 1.090
47 H 3.311 1.269 2.163  C37 1.090
48 H 2.276 -0.870 -3.262  N38 1.010
49 H 3.643 -0.468 -2.468  N38 1.010
50 O -3.974 -3.232 2.150  H51 0.957, H52 0.957
51 H -3.550 -3.381 1.305  O50 0.957
52 H -4.338 -2.350 2.084  O50 0.957
53 O -4.171 -1.115 -1.392  H54 0.957, H55 0.957
54 H -3.650 -1.463 -0.668  O53 0.957
55 H -4.841 -0.578 -0.970  O53 0.957

2.
Below is a 8-piece molecular cluster, C8H32N14O8 overall at a distorted geometry, with properties calculated with the ωB97M-V functional and the def2-TZVPD basis.

## Properties
Max |F|, Eh/bohr: 0.0797
M, g mol⁻¹: 452.43
HOMO-LUMO gap, eV: 10.1
LUMO, eV: 0.263
Relative energy (zero: lowest compared OMol25 entry of this formula, charge and spin), kJ/mol: 54.9
SMILES string: NC(N)=O.NC(N)=O.NC(N)=O.NC(N)=O.NC(N)=O.NC(N)=O.NC(N)=O.CO
Total charge: 0
HOMO, eV: -9.83

Each atom is followed by the atoms it is bonded to, with distances in Å.
Positions of all 62 atoms, in Å:
1 C -0.814 -1.043 -6.928  O2 1.435, H3 1.116, H4 1.095, H5 1.118
2 O -0.776 0.052 -6.000  C1 1.435, H6 0.977
3 H -1.794 -1.533 -7.139  C1 1.116
4 H -0.392 -0.528 -7.797  C1 1.095
5 H -0.069 -1.859 -6.762  C1 1.118
6 H -1.430 -0.033 -5.279  O2 0.977
7 C 1.676 -2.750 4.119  O8 1.215, N9 1.421, N10 1.374
8 O 1.770 -2.843 2.911  C7 1.215
9 N 2.786 -2.993 4.971  C7 1.421, H11 1.023, H12 1.014
10 N 0.583 -2.374 4.861  C7 1.374, H13 1.064, H14 0.986
11 H 2.695 -3.126 5.981  N9 1.023
12 H 3.359 -3.748 4.609  N9 1.014
13 H -0.140 -1.849 4.283  N10 1.064
14 H 0.681 -2.075 5.796  N10 0.986
15 C -2.804 1.440 -0.633  O16 1.254, N17 1.361, N18 1.356
16 O -2.627 0.354 -0.031  C15 1.254
17 N -3.236 2.512 0.085  C15 1.361, H19 1.005, H20 1.014
18 N -2.472 1.679 -1.926  C15 1.356, H21 1.002, H22 1.024
19 H -3.345 2.274 1.056  N17 1.005
20 H -3.068 3.470 -0.198  N17 1.014
21 H -2.669 2.624 -2.197  N18 1.002
22 H -2.527 0.911 -2.602  N18 1.024
23 C 1.496 0.396 1.507  O24 1.206, N25 1.346, N26 1.369
24 O 1.269 1.537 1.191  C23 1.206
25 N 0.730 -0.673 1.222  C23 1.346, H27 1.014, H28 1.017
26 N 2.751 0.142 1.993  C23 1.369, H29 1.008, H30 1.022
27 H 0.741 -1.457 1.865  N25 1.014
28 H -0.195 -0.397 0.903  N25 1.017
29 H 3.064 1.017 2.383  N26 1.008
30 H 2.728 -0.553 2.742  N26 1.022
31 C -2.229 -0.019 3.525  O32 1.229, N33 1.439, N34 1.372
32 O -1.748 -0.420 4.583  C31 1.229
33 N -2.048 1.300 2.978  C31 1.439, H35 0.980, H36 1.005
34 N -2.844 -0.794 2.575  C31 1.372, H37 0.989, H38 1.033
35 H -1.437 1.933 3.409  N33 0.980
36 H -1.992 1.380 1.978  N33 1.005
37 H -3.501 -1.483 2.844  N34 0.989
38 H -2.895 -0.444 1.604  N34 1.033
39 C -1.076 -1.063 -2.822  O40 1.256, N41 1.366, N42 1.344
40 O -2.136 -0.625 -3.332  C39 1.256
41 N -1.143 -1.698 -1.615  C39 1.366, H43 1.017, H44 0.982
42 N 0.185 -0.844 -3.236  C39 1.344, H45 1.027, H46 0.987
43 H -2.024 -1.773 -1.112  N41 1.017
44 H -0.325 -1.820 -1.086  N41 0.982
45 H 0.915 -1.437 -2.822  N42 1.027
46 H 0.332 -0.671 -4.197  N42 0.987
47 C 2.637 -1.677 -0.707  O48 1.233, N49 1.403, N50 1.468
48 O 1.914 -2.402 -1.393  C47 1.233
49 N 2.811 -0.324 -1.033  C47 1.403, H51 1.039, H52 1.002
50 N 3.549 -2.242 0.295  C47 1.468, H53 1.006, H54 1.017
51 H 3.208 0.225 -0.245  N49 1.039
52 H 2.021 0.153 -1.425  N49 1.002
53 H 3.823 -1.611 1.029  N50 1.006
54 H 3.155 -3.135 0.582  N50 1.017
55 C -0.115 4.013 -0.829  O56 1.222, N57 1.476, N58 1.316
56 O -1.165 4.445 -1.280  C55 1.222
57 N 0.748 4.886 -0.009  C55 1.476, H59 0.988, H60 1.037
58 N 0.210 2.746 -0.969  C55 1.316, H61 1.033, H62 0.973
59 H 1.653 4.542 0.188  N57 0.988
60 H 0.874 5.848 -0.376  N57 1.037
61 H -0.353 2.058 -1.497  N58 1.033
62 H 1.026 2.380 -0.586  N58 0.973

3.
Below is a 8-piece molecular cluster, C8H32O12 overall at a distorted geometry, with properties calculated with the ωB97M-V functional and the def2-TZVPD basis.

## Properties
Max |F|, Eh/bohr: 0.0521
M, g mol⁻¹: 320.33
HOMO-LUMO gap, eV: 9.9
LUMO, eV: 0.076
Relative energy (zero: lowest compared OMol25 entry of this formula, charge and spin), kJ/mol: 240.6
SMILES string: OCCO.OCCO.OCCO.OCCO.O.O.O.O
Total charge: 0
HOMO, eV: -9.82

Each atom is followed by the atoms it is bonded to, with distances in Å.
Positions of all 52 atoms, in Å:
1 O -0.509 -0.234 -0.746  H2 0.957, H3 0.957
2 H 0.331 -0.524 -1.101  O1 0.957
3 H -1.163 -0.718 -1.250  O1 0.957
4 O -1.314 -5.545 0.020  H5 0.957, H6 0.957
5 H -1.743 -6.309 0.405  O4 0.957
6 H -1.743 -4.795 0.433  O4 0.957
7 O -4.436 -2.760 -0.065  H8 0.957, H9 0.957
8 H -4.374 -1.988 -0.627  O7 0.957
9 H -5.318 -3.099 -0.219  O7 0.957
10 O 1.720 -0.250 -4.780  H11 0.957, H12 0.957
11 H 1.825 0.521 -5.337  O10 0.957
12 H 1.857 -0.992 -5.368  O10 0.957
13 C 5.038 -1.736 -1.349  C14 1.586, O16 1.438, H17 1.090, H18 1.090
14 C 5.130 -0.153 -1.298  C13 1.586, O15 1.365, H19 1.090, H20 1.090
15 O 4.680 0.501 -2.408  C14 1.365, H21 0.960
16 O 3.670 -2.147 -1.510  C13 1.438, H22 0.960
17 H 5.463 -2.099 -0.414  C13 1.090
18 H 5.659 -2.175 -2.130  C13 1.090
19 H 6.160 0.119 -1.067  C14 1.090
20 H 4.467 0.172 -0.496  C14 1.090
21 H 3.873 0.096 -2.735  O15 0.960
22 H 3.681 -3.088 -1.702  O16 0.960
23 C -6.036 1.642 -2.441  C24 1.522, O26 1.366, H27 1.090, H28 1.090
24 C -6.552 3.058 -2.645  C23 1.522, O25 1.421, H29 1.090, H30 1.090
25 O -5.872 3.641 -3.748  C24 1.421, H31 0.960
26 O -4.698 1.448 -2.245  C23 1.366, H32 0.960
27 H -6.384 1.118 -3.331  C23 1.090
28 H -6.431 1.153 -1.549  C23 1.090
29 H -6.370 3.640 -1.741  C24 1.090
30 H -7.619 3.050 -2.870  C24 1.090
31 H -4.919 3.642 -3.633  O25 0.960
32 H -4.244 1.871 -2.977  O26 0.960
33 C 2.474 3.636 2.687  C34 1.534, O36 1.422, H37 1.090, H38 1.090
34 C 1.590 3.464 1.446  C33 1.534, O35 1.421, H39 1.090, H40 1.090
35 O 0.303 2.949 1.754  C34 1.421, H41 0.960
36 O 2.566 2.405 3.393  C33 1.422, H42 0.960
37 H 2.020 4.369 3.355  C33 1.090
38 H 3.459 4.089 2.573  C33 1.090
39 H 2.123 2.792 0.773  C34 1.090
40 H 1.335 4.406 0.960  C34 1.090
41 H 0.088 2.333 1.049  O35 0.960
42 H 1.741 1.955 3.196  O36 0.960
43 C 1.787 -2.256 3.888  C44 1.516, O46 1.430, H47 1.090, H48 1.090
44 C 0.287 -2.175 3.680  C43 1.516, O45 1.453, H49 1.090, H50 1.090
45 O -0.383 -0.981 4.168  C44 1.453, H51 0.960
46 O 2.137 -2.086 5.264  C43 1.430, H52 0.960
47 H 2.076 -1.441 3.225  C43 1.090
48 H 2.126 -3.229 3.533  C43 1.090
49 H -0.240 -3.084 3.973  C44 1.090
50 H 0.142 -2.150 2.600  C44 1.090
51 H -1.262 -0.809 3.825  O45 0.960
52 H 1.801 -1.246 5.585  O46 0.960

4.
Below is a 8-piece molecular cluster, C8H34N2O8 overall at a distorted geometry, with properties calculated with the ωB97M-V functional and the def2-TZVPD basis.

## Properties
Max |F|, Eh/bohr: 0.0557
M, g mol⁻¹: 286.37
HOMO-LUMO gap, eV: 8.5
LUMO, eV: -0.353
Relative energy (zero: lowest compared OMol25 entry of this formula, charge and spin), kJ/mol: 164.8
SMILES string: COC[C@H](C)N.COC[C@H](C)N.O.O.O.O.O.O
Total charge: 0
HOMO, eV: -8.89

Each atom is followed by the atoms it is bonded to, with distances in Å.
Positions of all 52 atoms, in Å:
1 O -0.338 -0.650 -3.555  H2 0.964, H3 0.965
2 H 0.335 -0.870 -4.210  O1 0.964
3 H -1.157 -0.586 -4.061  O1 0.965
4 O -0.817 3.895 -2.333  H5 0.973, H6 0.962
5 H -0.848 2.949 -2.108  O4 0.973
6 H -1.376 3.966 -3.113  O4 0.962
7 O -2.000 -1.167 -0.627  H8 0.971, H9 0.965
8 H -2.149 -2.115 -0.779  O7 0.971
9 H -2.130 -0.760 -1.492  O7 0.965
10 O -0.915 3.677 0.504  H11 0.973, H12 0.962
11 H -0.826 3.875 -0.445  O10 0.973
12 H -1.663 3.074 0.559  O10 0.962
13 O -0.538 0.990 -1.272  H14 0.973, H15 0.981
14 H -0.235 0.664 -2.138  O13 0.973
15 H -0.966 0.216 -0.848  O13 0.981
16 O -2.561 -0.613 2.071  H17 0.970, H18 0.963
17 H -2.163 -1.014 1.282  O16 0.970
18 H -1.815 -0.304 2.595  O16 0.963
19 C -3.935 -4.072 -0.057  C20 1.529, H25 1.102, H26 1.089, H27 1.096
20 C -2.872 -5.149 -0.273  C19 1.529, C21 1.547, N24 1.478, H28 1.089
21 C -1.726 -4.616 -1.166  C20 1.547, O22 1.407, H29 1.095, H30 1.096
22 O -0.961 -3.662 -0.472  C21 1.407, C23 1.416
23 C 0.371 -3.436 -0.896  O22 1.416, H31 1.089, H32 1.095, H33 1.091
24 N -2.266 -5.477 1.034  C20 1.478, H34 1.014, H35 1.016
25 H -4.408 -3.950 -1.045  C19 1.102
26 H -3.721 -3.100 0.386  C19 1.089
27 H -4.834 -4.394 0.480  C19 1.096
28 H -3.306 -6.068 -0.664  C20 1.089
29 H -2.159 -4.296 -2.120  C21 1.095
30 H -1.076 -5.483 -1.329  C21 1.096
31 H 0.494 -2.391 -1.177  C23 1.089
32 H 0.722 -4.006 -1.762  C23 1.095
33 H 1.052 -3.765 -0.109  C23 1.091
34 H -2.880 -5.163 1.778  N24 1.014
35 H -1.460 -4.878 1.186  N24 1.016
36 C 3.900 1.666 1.560  C37 1.514, H42 1.095, H43 1.094, H44 1.091
37 C 2.726 2.574 1.263  C36 1.514, C38 1.519, N41 1.483, H45 1.098
38 C 3.073 4.053 1.236  C37 1.519, O39 1.424, H46 1.098, H47 1.096
39 O 3.547 4.333 2.549  C38 1.424, C40 1.416
40 C 4.016 5.663 2.682  O39 1.416, H48 1.086, H49 1.099, H50 1.095
41 N 2.032 2.228 -0.001  C37 1.483, H51 1.020, H52 1.017
42 H 4.711 1.856 0.850  C36 1.095
43 H 3.671 0.598 1.510  C36 1.094
44 H 4.349 1.736 2.552  C36 1.091
45 H 2.096 2.510 2.161  C37 1.098
46 H 2.182 4.684 1.124  C38 1.098
47 H 3.774 4.303 0.432  C38 1.096
48 H 4.513 5.867 3.626  C40 1.086
49 H 3.113 6.283 2.593  C40 1.099
50 H 4.652 5.998 1.857  C40 1.095
51 H 1.296 2.933 0.002  N41 1.020
52 H 1.476 1.396 0.180  N41 1.017